A 2-piece molecular cluster, C20H24N2O4 overall. Source: the Open Molecules 2025 dataset; level of theory: ωB97M-V with the def2-TZVPD basis set.

Bonds (Å) are listed after each position.
Positions of all 50 atoms, in Å:
1 O 2.38791 -1.97000 -4.95467  C15 1.187
2 O -0.85395 1.02902 3.79920  C19 1.204
3 O 1.19912 -2.23611 -3.08547  C15 1.373, H39 0.967
4 O -2.21314 2.61945 -0.59461  C20 1.205
5 N -1.30265 0.48495 -3.56068  C8 1.146
6 N 1.70254 0.02962 3.08244  C18 1.408, H33 1.008, H47 1.009
7 C 2.84381 1.35232 -1.57984  C13 1.508, C25 1.533, H35 1.086, H42 1.088
8 C -0.75343 0.82428 -4.50773  N5 1.146, C23 1.457
9 C 3.10583 -0.74249 -3.05459  C15 1.497, C25 1.536, H36 1.083, H43 1.091
10 C -2.09823 -1.41175 4.98654  C26 1.546, H28 1.084, H29 1.087, H44 1.083
11 C -3.31142 -0.47965 2.90986  C12 1.500, C26 1.542, H40 1.092, H49 1.086
12 C -2.40076 0.41159 2.11828  C11 1.500, C19 1.493, C22 1.339
13 C 1.84378 1.22543 -0.45834  C7 1.508, C14 1.394, C24 1.397
14 C 0.51388 1.58315 -0.67714  C13 1.394, C16 1.388, H38 1.080
15 C 2.22375 -1.68421 -3.81384  O1 1.187, O3 1.373, C9 1.497
16 C -0.40656 1.42805 0.34996  C14 1.388, C17 1.397, C20 1.487
17 C -0.00825 0.93414 1.59413  C16 1.397, C18 1.405, C19 1.482
18 C 1.32627 0.56985 1.83786  N6 1.408, C17 1.405, C24 1.404
19 C -1.05356 0.79439 2.63501  O2 1.204, C12 1.493, C17 1.482
20 C -1.84524 1.74676 0.14963  O4 1.205, C16 1.487, C22 1.474
21 C -1.60587 -2.38236 2.65078  C26 1.542, H31 1.087, H37 1.088, H41 1.085
22 C -2.76582 0.89659 0.92527  C12 1.339, C20 1.474, H27 1.079
23 C -0.05959 1.25683 -5.71427  C8 1.457, H34 1.088, H48 1.088, H50 1.089
24 C 2.24069 0.72709 0.78453  C13 1.397, C18 1.404, H46 1.081
25 C 2.38744 0.59705 -2.83321  C7 1.533, C9 1.536, H30 1.087, H45 1.087
26 C -2.64271 -1.70301 3.56870  C10 1.546, C11 1.542, C21 1.542, H32 1.086
27 H -3.73767 0.66537 0.51713  C22 1.079
28 H -1.04693 -1.65915 5.08236  C10 1.084
29 H -2.67458 -1.96734 5.72139  C10 1.087
30 H 1.32069 0.39328 -2.79037  C25 1.087
31 H -1.97299 -3.34509 2.30484  C21 1.087
32 H -3.44152 -2.42317 3.72233  C26 1.086
33 H 1.71375 0.69976 3.83526  N6 1.008
34 H 0.07138 2.33705 -5.69665  C23 1.088
35 H 3.80024 0.97016 -1.23556  C7 1.086
36 H 4.04467 -0.63168 -3.58391  C9 1.083
37 H -1.37227 -1.80512 1.75814  C21 1.088
38 H 0.16897 1.95243 -1.63194  C14 1.080
39 H 0.50653 -1.57389 -2.95305  O3 0.967
40 H -3.75755 0.11673 3.70890  C11 1.092
41 H -0.68652 -2.57731 3.19328  C21 1.085
42 H 2.98309 2.39794 -1.84689  C7 1.088
43 H 3.31481 -1.20459 -2.08869  C9 1.091
44 H -2.21069 -0.36757 5.25024  C10 1.083
45 H 2.55092 1.19506 -3.72666  C25 1.087
46 H 3.27559 0.45758 0.94401  C24 1.081
47 H 2.56424 -0.49197 3.03087  N6 1.009
48 H -0.64114 0.98164 -6.59154  C23 1.088
49 H -4.14318 -0.79840 2.28913  C11 1.086
50 H 0.91631 0.77727 -5.77039  C23 1.089

Energy above the lowest of the compared OMol25 structures with the same formula, charge and spin ... 60.0 kcal per mole
Orbital gap ... 8.294 eV
Structure (SMILES) ... CC(C)CC1=CC(=O)c2cc(CCCC(=O)O)cc(N)c2C1=O.CC#N

A 5-piece molecular cluster, C20H24N2O4 overall. Source: the Open Molecules 2025 dataset; level of theory: ωB97M-V with the def2-TZVPD basis set.

Bonds (Å) are listed after each position.
Positions of all 50 atoms, in Å:
1 O -2.07250 3.84427 2.82937  N5 1.229
2 O 0.62450 0.50372 -1.38637  N6 1.204
3 O 0.67530 -0.14905 0.70510  N6 1.274
4 O -1.32789 4.37720 0.86510  N5 1.218
5 N -1.47368 3.59335 1.78571  O1 1.229, O4 1.218, C14 1.488
6 N 0.61415 -0.36195 -0.54974  O2 1.204, O3 1.274, C16 1.488
7 C 0.26286 5.94541 -3.29607  C24 1.377, C26 1.394, H32 1.080
8 C 1.26947 -5.36922 -1.48264  C19 1.415, C22 1.398, H38 1.080
9 C -0.62541 -5.10244 -3.52208  C10 1.342, C11 1.370, H31 1.080
10 C -0.95419 -5.74149 -2.38915  C9 1.342, C19 1.414, H27 1.080
11 C 0.64453 -4.63020 -3.72599  C9 1.370, C22 1.414, H44 1.080
12 C -1.29486 -1.44243 5.57255  C17 1.374, C20 1.432, H39 1.080
13 C 0.91428 3.91056 -4.40337  C18 1.422, C26 1.370, H28 1.080
14 C -1.02995 2.17905 1.65905  N5 1.488, H29 1.090, H34 1.090, H42 1.090
15 C 0.46502 3.97334 -1.99575  C18 1.385, C24 1.340, H49 1.080
16 C 0.47721 -1.77229 -1.00444  N6 1.488, H41 1.090, H43 1.090, H50 1.090
17 C -0.48985 -1.59645 4.46995  C12 1.374, C21 1.411, H35 1.080
18 C 0.78822 3.26608 -3.14239  C13 1.422, C15 1.385, H46 1.080
19 C -0.02919 -5.90989 -1.33268  C8 1.415, C10 1.414, H48 1.080
20 C -1.32090 -0.22406 6.32440  C12 1.432, C23 1.414, H37 1.080
21 C 0.30280 -0.52626 4.00445  C17 1.411, C25 1.404, H47 1.080
22 C 1.57233 -4.67792 -2.65956  C8 1.398, C11 1.414, H45 1.080
23 C -0.40173 0.77719 5.93554  C20 1.414, C25 1.428, H36 1.080
24 C 0.16365 5.27507 -2.09694  C7 1.377, C15 1.340, H33 1.080
25 C 0.44306 0.62583 4.79394  C21 1.404, C23 1.428, H30 1.080
26 C 0.64388 5.25320 -4.44484  C7 1.394, C13 1.370, H40 1.080
27 H -1.92349 -6.20686 -2.28778  C10 1.080
28 H 1.24253 3.43864 -5.31768  C13 1.080
29 H -1.03201 1.82016 0.62983  C14 1.090
30 H 1.05698 1.46395 4.49891  C25 1.080
31 H -1.42011 -4.91113 -4.22795  C9 1.080
32 H -0.01222 6.98914 -3.33295  C7 1.080
33 H -0.07831 5.85776 -1.22040  C24 1.080
34 H 0.02109 2.29200 1.92486  C14 1.090
35 H -0.49054 -2.53386 3.93361  C17 1.080
36 H -0.32354 1.69958 6.49184  C23 1.080
37 H -1.87450 -0.10636 7.24423  C20 1.080
38 H 1.94527 -5.35516 -0.64033  C8 1.080
39 H -1.94470 -2.27939 5.78136  C12 1.080
40 H 0.77106 5.85172 -5.33478  C26 1.080
41 H -0.18868 -1.81982 -1.86610  C16 1.090
42 H -1.42441 1.52734 2.43865  C14 1.090
43 H 0.09478 -2.29971 -0.13056  C16 1.090
44 H 0.72547 -4.00487 -4.60280  C11 1.080
45 H 2.45859 -4.06210 -2.70091  C22 1.080
46 H 1.01818 2.21095 -3.12788  C18 1.080
47 H 0.86687 -0.58958 3.08563  C21 1.080
48 H -0.38774 -6.42910 -0.45617  C19 1.080
49 H 0.56684 3.50029 -1.03021  C15 1.080
50 H 1.49147 -2.07421 -1.26557  C16 1.090

Net charge ... +1
Orbital gap (alpha / beta) ... 5.807 / 1.642 eV
<S²> ... 0.7693
2S+1 ... 2

| no. | electronic energy (Eh) |
| --- | --- |
| 1 | -1186.97268 |
| 2 | -1186.39731 |